# 1
ORCA calculation (the ωB97M-V functional and the def2-TZVPD basis) on an isolated molecule of C3H6N2OS at a distorted geometry.

```
13
C3H6N2OS (the ωB97M-V functional and the def2-TZVPD basis)
C -0.11 -1.20 1.07
C -0.72 -1.06 -0.28
C 0.28 1.25 -0.92
H 0.98 -1.09 1.10
H -0.34 -2.21 1.44
H -0.53 -0.51 1.77
H -1.16 0.14 -1.74
H 0.74 1.13 1.06
H 1.81 2.12 0.08
N -0.56 0.13 -0.92
N 1.16 1.37 0.15
O 0.16 2.07 -1.81
S -1.70 -2.14 -1.00
```

Energy above the lowest of the compared OMol25 structures with the same formula, charge and spin (eV): 0.485
E (Eh): -700.87138
Kohn-Sham gap (eV): 8.967
SMILES string: CC(=S)NC(N)=O

Which charges does Löwdin predict for the atoms? In e, they are: -0.118, -0.862, -0.554, 0.086, 0.081, 0.075, 0.108, 0.101, 0.099, 0.045, 0.153, 0.073, 0.712


# 2
ORCA calculation (the ωB97M-V functional and the def2-TZVPD basis) on a cluster of 2 separate species, C4H11NO2 in total at a distorted geometry.

```
18
C4H11NO2 (the ωB97M-V functional and the def2-TZVPD basis)
C 2.16 0.01 -1.95
C 1.62 0.47 -0.58
N 0.26 0.98 -0.57
C -0.78 0.02 -0.31
C -0.88 -1.27 -1.12
O -0.76 -1.43 -2.31
H 2.02 0.72 -2.76
H 3.23 -0.18 -1.83
H 1.77 -0.97 -2.17
H 1.62 -0.43 0.02
H 2.28 1.21 -0.14
H 0.03 1.54 -1.38
H -1.79 0.40 -0.19
H -0.58 -0.35 0.71
H -1.23 -2.12 -0.48
H -3.53 -0.05 5.31
H -2.70 1.20 4.93
O -2.75 0.25 4.82
```

Energy above the lowest of the compared OMol25 structures with the same formula, charge and spin (eV): 1.866
E (Eh): -364.19958
Kohn-Sham gap (eV): 9.548
SMILES string: CCNCC=O.O

Which charges does Löwdin predict for the atoms? In e, they are: -0.090, -0.271, -0.079, -0.213, -0.260, 0.048, 0.073, 0.069, 0.048, 0.109, 0.101, 0.109, 0.125, 0.113, 0.119, 0.035, 0.030, -0.066


# 3
ORCA calculation (the ωB97M-V functional and the def2-TZVPD basis) on an isolated molecule of C9H14Cl2Si2 at a distorted geometry.

```
27
C9H14Cl2Si2 (the ωB97M-V functional and the def2-TZVPD basis)
Cl -1.16 1.99 -3.56
Cl -4.06 2.09 -1.54
C -1.88 -0.44 1.51
C -2.23 0.52 0.56
C -0.72 -1.12 1.44
C -0.28 -0.14 -0.69
C -1.41 0.64 -0.52
C 0.13 -0.93 0.37
C -1.49 3.68 -0.75
C 2.83 -1.16 -1.09
C 2.36 -2.42 1.79
Si -1.94 2.04 -1.60
Si 1.62 -1.99 0.06
H -2.51 -0.61 2.34
H -3.13 1.08 0.60
H -0.34 -1.78 2.18
H 0.47 0.34 -1.26
H -2.38 4.18 -0.50
H -0.99 4.51 -1.19
H -1.02 3.48 0.20
H 3.71 -1.02 -0.49
H 2.47 -0.20 -1.39
H 3.04 -1.64 -2.10
H 3.18 -1.91 2.21
H 2.79 -3.44 1.53
H 1.47 -2.47 2.49
H 1.47 -3.28 -0.59
```

Energy above the lowest of the compared OMol25 structures with the same formula, charge and spin (eV): 1.330
E (Eh): -1850.79607
Kohn-Sham gap (eV): 10.195
SMILES string: C[SiH](C)c1cccc([Si](C)(Cl)Cl)c1

Which charges does Löwdin predict for the atoms? In e, they are: 0.267, 0.301, -0.052, -0.115, -0.095, -0.104, -0.342, -0.278, -0.208, -0.210, -0.199, -0.041, 0.626, 0.100, 0.052, 0.079, 0.072, -0.003, 0.019, 0.025, 0.011, -0.006, 0.060, -0.008, 0.034, 0.027, -0.011


# 4
ORCA calculation (the ωB97M-V functional and the def2-TZVPD basis) on a structure of composition C12H28AgClN4O4 at a distorted geometry.

```
50
C12H28AgClN4O4 (the ωB97M-V functional and the def2-TZVPD basis)
Ag -14.27 -14.27 -14.15
Cl -16.24 -15.86 -14.93
C -11.02 -16.99 -12.48
C -11.26 -16.03 -13.67
O -12.18 -15.20 -13.58
N -10.38 -15.95 -14.68
C -9.38 -16.96 -15.08
H -9.95 -17.02 -12.29
H -11.52 -17.96 -12.37
H -11.15 -16.36 -11.60
H -10.61 -15.35 -15.46
H -8.53 -16.56 -15.63
H -9.89 -17.73 -15.66
H -8.97 -17.55 -14.26
C -11.89 -10.94 -14.58
C -13.32 -10.79 -15.09
O -14.07 -11.79 -15.06
N -13.48 -9.71 -15.83
C -14.77 -9.52 -16.51
H -11.97 -11.34 -13.57
H -11.21 -10.10 -14.71
H -11.59 -11.85 -15.10
H -12.65 -9.26 -16.19
H -14.85 -8.54 -16.98
H -15.68 -9.79 -15.97
H -14.83 -10.16 -17.40
C -10.89 -12.53 -18.29
C -11.83 -13.56 -17.57
O -11.40 -14.32 -16.69
N -13.11 -13.60 -17.97
C -14.07 -14.51 -17.36
H -10.56 -11.74 -17.62
H -11.26 -12.03 -19.18
H -10.01 -13.09 -18.60
H -13.53 -13.00 -18.66
H -14.36 -15.31 -18.04
H -14.97 -13.95 -17.10
H -13.75 -14.91 -16.39
C -13.70 -15.22 -10.07
C -14.72 -14.48 -10.87
O -14.38 -13.64 -11.63
N -15.99 -14.76 -10.74
C -17.07 -14.17 -11.50
H -13.74 -16.28 -10.28
H -13.93 -14.97 -9.04
H -12.71 -14.87 -10.37
H -16.29 -15.43 -10.05
H -16.82 -13.84 -12.51
H -17.44 -13.30 -10.96
H -17.92 -14.85 -11.60
```

Energy above the lowest of the compared OMol25 structures with the same formula, charge and spin (eV): 1.783
E (Eh): -1601.22672
Kohn-Sham gap (eV): 8.150

Which charges does Löwdin predict for the atoms? In e, they are: 0.581, -0.450, 0.013, -0.495, -0.056, 0.039, -0.060, 0.064, 0.088, 0.061, 0.073, 0.082, 0.083, 0.068, 0.011, -0.539, -0.025, 0.022, -0.061, 0.089, 0.080, 0.071, 0.139, 0.079, 0.093, 0.073, 0.007, -0.496, -0.008, 0.027, -0.106, 0.066, 0.067, 0.077, 0.138, 0.090, 0.060, 0.016, 0.007, -0.643, 0.010, 0.023, -0.072, 0.088, 0.086, 0.078, 0.144, 0.051, 0.081, 0.086


# 5
ORCA calculation (the ωB97M-V functional and the def2-TZVPD basis) on a cluster of 11 separate species, C48H93F6O38P5 in total at a distorted geometry.

```
190
C48H93F6O38P5 (the ωB97M-V functional and the def2-TZVPD basis)
C 1.47 5.97 2.11
C 2.82 6.10 1.41
O 2.49 6.58 0.16
C 1.15 6.42 -0.09
O 0.63 6.66 -1.11
O 0.54 5.97 1.03
F 3.41 4.85 1.30
H 1.26 6.77 2.81
H 1.41 5.01 2.63
H 3.51 6.74 1.95
C 5.67 4.31 -0.88
C 4.74 3.12 -1.15
O 5.34 2.06 -0.48
C 6.51 2.45 0.12
O 7.19 1.75 0.75
O 6.75 3.75 -0.15
F 4.65 2.80 -2.48
H 5.18 5.02 -0.22
H 5.96 4.84 -1.79
H 3.74 3.30 -0.79
C 1.16 3.28 -4.23
C 1.27 3.45 -2.73
O 2.19 4.53 -2.64
C 2.09 5.28 -3.77
O 2.61 6.32 -3.96
O 1.35 4.62 -4.69
F 1.83 2.33 -2.17
H 0.20 2.90 -4.58
H 1.93 2.58 -4.56
H 0.34 3.69 -2.20
C 0.62 1.04 1.69
C 0.51 2.48 1.19
O -0.52 2.42 0.26
C -0.66 1.14 -0.18
O -1.35 0.79 -1.06
O 0.09 0.31 0.57
F 1.66 2.86 0.56
H 0.04 0.82 2.58
H 1.67 0.81 1.84
H 0.30 3.18 2.00
C 0.02 1.97 7.55
C 0.57 0.65 7.00
O 0.95 1.00 5.68
C 0.96 2.34 5.52
O 1.20 2.91 4.53
O 0.56 2.96 6.65
F -0.37 -0.31 6.92
H 0.29 2.18 8.58
H -1.06 1.98 7.39
H 1.44 0.29 7.55
C -2.75 4.08 4.96
C -2.37 4.78 3.68
O -2.41 3.71 2.75
C -2.32 2.52 3.40
O -2.26 1.48 2.85
O -2.43 2.71 4.74
F -1.10 5.28 3.71
H -3.82 4.22 5.18
H -2.23 4.47 5.83
H -3.07 5.53 3.32
C 7.76 -2.15 6.12
C 7.09 -3.05 5.13
O 7.46 -2.59 3.81
P 6.72 -3.05 2.50
O 7.50 -2.91 1.28
O 6.22 -4.51 2.84
C 6.02 -5.48 1.81
C 7.12 -6.52 1.80
O 5.43 -2.12 2.57
C 4.47 -2.17 1.52
C 3.68 -0.87 1.54
H 7.48 -1.10 5.95
H 7.43 -2.39 7.13
H 8.84 -2.18 6.05
H 7.49 -4.06 5.26
H 6.00 -3.10 5.21
H 5.03 -5.92 1.92
H 6.00 -5.03 0.81
H 6.96 -7.24 1.00
H 8.06 -6.00 1.62
H 7.19 -7.05 2.75
H 4.90 -2.29 0.53
H 3.76 -3.00 1.63
H 4.27 -0.09 1.06
H 2.78 -0.92 0.93
H 3.43 -0.58 2.56
C -3.40 -1.67 -3.10
C -4.72 -2.14 -2.53
O -4.60 -2.24 -1.10
P -5.60 -1.52 -0.12
O -5.24 -1.75 1.27
O -5.67 0.01 -0.57
C -4.51 0.85 -0.34
C -4.86 1.72 0.85
O -7.01 -2.07 -0.56
C -8.12 -2.01 0.36
C -9.17 -2.99 -0.14
H -2.63 -2.44 -3.04
H -3.47 -1.42 -4.16
H -3.02 -0.81 -2.54
H -5.50 -1.41 -2.79
H -4.98 -3.12 -2.92
H -3.59 0.33 -0.08
H -4.28 1.45 -1.22
H -5.07 1.09 1.72
H -4.10 2.46 1.11
H -5.78 2.30 0.70
H -7.79 -2.40 1.33
H -8.48 -0.99 0.45
H -9.46 -2.76 -1.17
H -8.81 -4.02 -0.14
H -10.09 -2.89 0.44
C 0.56 -8.10 -0.27
C -0.12 -7.47 0.91
O 0.82 -6.64 1.63
P 0.26 -5.72 2.78
O -0.23 -6.40 3.97
O -0.81 -4.81 2.06
C -0.40 -3.86 1.06
C -1.59 -3.57 0.17
O 1.51 -4.78 3.04
C 1.52 -3.93 4.19
C 2.67 -4.37 5.07
H 0.85 -7.38 -1.04
H 1.44 -8.63 0.07
H -0.15 -8.80 -0.71
H -0.97 -6.84 0.61
H -0.56 -8.22 1.58
H 0.00 -2.95 1.50
H 0.35 -4.30 0.40
H -1.34 -2.82 -0.57
H -1.79 -4.53 -0.32
H -2.52 -3.32 0.69
H 1.68 -2.92 3.83
H 0.56 -4.01 4.70
H 2.73 -3.81 6.00
H 2.62 -5.45 5.16
H 3.59 -4.09 4.54
C -0.98 0.35 -6.10
C -0.62 -0.83 -5.25
O 0.66 -1.35 -5.71
P 1.36 -2.56 -4.98
O 2.57 -3.02 -5.65
O 1.60 -2.03 -3.50
C 2.51 -0.93 -3.36
C 2.79 -0.65 -1.90
O 0.21 -3.63 -4.79
C 0.54 -4.86 -4.09
C -0.46 -5.01 -2.94
H -1.93 0.78 -5.78
H -0.25 1.16 -5.95
H -1.03 0.15 -7.17
H -0.53 -0.54 -4.20
H -1.36 -1.63 -5.37
H 3.46 -1.17 -3.83
H 2.04 -0.06 -3.81
H 3.03 -1.57 -1.37
H 3.57 0.10 -1.76
H 1.87 -0.27 -1.43
H 0.39 -5.63 -4.84
H 1.55 -4.86 -3.70
H -0.50 -4.05 -2.43
H -1.46 -5.22 -3.33
H -0.19 -5.84 -2.29
C -6.71 1.70 -3.59
C -5.82 2.79 -3.07
O -4.46 2.48 -3.45
P -3.33 3.58 -3.47
O -2.01 3.02 -3.69
O -3.85 4.65 -4.53
C -3.45 4.44 -5.90
C -4.52 4.97 -6.82
O -3.57 4.37 -2.14
C -2.68 4.35 -1.04
C -3.04 5.51 -0.14
H -7.70 1.73 -3.14
H -6.84 1.83 -4.67
H -6.27 0.71 -3.43
H -6.05 3.77 -3.49
H -5.89 2.81 -1.98
H -2.49 4.94 -6.06
H -3.24 3.39 -6.14
H -4.21 4.96 -7.86
H -5.44 4.39 -6.73
H -4.74 6.00 -6.52
H -2.78 3.43 -0.45
H -1.64 4.46 -1.35
H -2.61 5.39 0.85
H -2.73 6.44 -0.62
H -4.13 5.56 -0.04
```

E (Eh): -7050.56319
Kohn-Sham gap (eV): 10.039
SMILES string: O=C1OC[C@@H](F)O1.O=C1OC[C@@H](F)O1.O=C1OC[C@@H](F)O1.O=C1OC[C@@H](F)O1.O=C1OC[C@@H](F)O1.O=C1OC[C@@H](F)O1.CCOP(=O)(OCC)OCC.CCOP(=O)(OCC)OCC.CCOP(=O)(OCC)OCC.CCOP(=O)(OCC)OCC.CCOP(=O)(OCC)OCC

These are the Löwdin partial charges, in e, on atoms 1 to 99: -0.058, -0.286, 0.144, -0.530, 0.205, 0.064, 0.043, 0.140, 0.113, 0.170, -0.043, -0.309, 0.126, -0.556, 0.202, 0.086, 0.055, 0.114, 0.146, 0.129, -0.061, -0.275, 0.101, -0.550, 0.189, 0.085, 0.058, 0.100, 0.146, 0.150, -0.035, -0.293, 0.118, -0.559, 0.182, 0.077, 0.065, 0.123, 0.116, 0.138, -0.025, -0.300, 0.141, -0.575, 0.183, 0.068, 0.091, 0.138, 0.139, 0.171, -0.055, -0.280, 0.097, -0.532, 0.198, 0.082, 0.074, 0.144, 0.143, 0.169, -0.076, -0.255, -0.162, 0.346, -0.206, -0.177, -0.276, -0.068, -0.164, -0.268, -0.070, 0.081, 0.078, 0.081, 0.120, 0.108, 0.118, 0.115, 0.079, 0.081, 0.077, 0.120, 0.115, 0.079, 0.055, 0.078, -0.056, -0.237, -0.172, 0.349, -0.213, -0.178, -0.236, -0.062, -0.174, -0.253, -0.079, 0.069, 0.076


# 6
ORCA calculation (the ωB97M-V functional and the def2-TZVPD basis) on the ion C6H10N2P with charge +1 at a distorted geometry.

```
19
C6H10N2P (the ωB97M-V functional and the def2-TZVPD basis)
C -0.86 1.30 1.25
C -0.89 -0.62 -0.05
C 1.44 1.48 0.73
C -0.42 0.07 -1.32
C 1.09 0.16 -1.20
C -1.16 -2.13 0.06
N -1.16 0.06 1.01
N 0.34 1.83 1.41
P 3.07 1.67 1.01
H -1.68 1.88 1.73
H -0.53 -0.46 -2.18
H -0.96 1.06 -1.41
H 1.59 0.64 -2.03
H 1.74 -0.61 -1.04
H -2.21 -2.05 0.03
H -0.81 -2.41 1.14
H -0.88 -2.87 -0.72
H 0.34 2.68 2.00
H 2.80 2.26 2.31
```

Charge: +1
Energy above the lowest of the compared OMol25 structures with the same formula, charge and spin (eV): 5.753
E (Eh): -685.05048
Kohn-Sham gap (eV): 7.730

Which charges does Löwdin predict for the atoms? In e, they are: -0.122, -0.241, -0.546, -0.132, 0.071, 0.016, 0.171, -0.004, 0.876, 0.169, 0.085, 0.156, 0.077, 0.046, 0.074, 0.136, 0.104, 0.180, -0.117


Which value of E does entry 4 give?
-1601.22672 Eh


The highest Kohn-Sham gap belongs to which entry?
C9H14Cl2Si2


What is the formula in the fifth record?
C48H93F6O38P5